8
Properties=species:S:1:pos:R:3:forces:R:3 method="wB97M-V/def2-TZVPD" multiplicity=7 charge=+2 homo_energy_ev="-15.6 / -17.1" gap_ev="3.971 / 7.927" total_energy_ha=-917.17834 relative_energy_kcal_mol=105.97
H 1.009 0.223 -1.421 1.2500 -1.7744 2.7003
C -1.130 0.233 0.088 0.6335 1.4184 0.2279
C 0.046 0.718 -0.303 -2.8040 2.1721 2.5375
O 1.071 -0.212 -0.356 1.7567 -1.8534 -4.3521
Li 1.436 1.995 0.907 -0.4328 0.3076 -0.3638
Sm 0.777 -2.530 0.329 -0.8126 1.2107 -0.4462
F -1.247 -1.182 0.209 0.6175 -1.1572 0.3542
H -1.963 0.756 0.546 -0.2084 -0.3237 -0.6579